(A)
Below is a cluster of 2 separate species, C5H8ClN in total, with properties calculated with the ωB97M-V functional and the def2-TZVPD basis.

```
15
Properties=species:S:1:pos:R:3:nbo_charge:R:1
C 1.491 0.751 1.920 0.3966
C -2.354 -1.508 -0.841 -0.3974
C 1.114 1.695 -0.304 -0.6493
C -1.374 -1.862 -1.758 -0.3948
C 1.265 0.623 0.650 -0.2191
N 1.747 0.994 3.105 -0.5994
Cl 1.670 -0.978 -0.025 -0.0198
H 0.960 0.965 3.822 0.3846
H -3.386 -1.925 -0.830 0.2000
H -2.023 -0.837 0.025 0.1895
H 0.073 2.180 0.001 0.2271
H 1.826 2.627 -0.264 0.2343
H 1.131 1.312 -1.348 0.2482
H -0.434 -1.389 -1.761 0.2062
H -1.707 -2.647 -2.390 0.1934
```

Output
LUMO in Eh: 0.0227
Gap between HOMO and LUMO in eV: 9.3557

=====

(B)
Below is a cluster of 2 separate species, C5H8ClN in total, with properties calculated with the ωB97M-V functional and the def2-TZVPD basis.

```
15
Properties=species:S:1:pos:R:3:nbo_charge:R:1
C -0.484 -1.373 -0.085 0.1302
C 0.410 2.056 1.544 -0.6082
C -0.820 2.505 0.723 -0.5963
C -0.871 1.333 1.668 0.1799
C 0.732 -2.079 -1.843 -0.4561
N 0.103 -1.061 -1.093 -0.4094
Cl -0.429 -3.098 0.383 -0.1217
H 1.169 1.827 0.795 0.2727
H 0.595 2.442 2.512 0.2471
H -1.519 3.269 1.056 0.2452
H -0.594 2.088 -0.236 0.2620
H -0.901 -0.759 0.725 0.2254
H 1.285 -1.678 -2.662 0.2028
H -0.078 -2.711 -2.237 0.2135
H 1.401 -2.761 -1.250 0.2130
```

Output
LUMO in Eh: -0.0140
Gap between HOMO and LUMO in eV: 8.8045

=====

Stability comparison, relative energies in kcal/mol: (A) 0.0; (B) 60.1

=====

(A)
Below is the ion C13H21N2 with charge +1, with properties calculated with the ωB97M-V functional and the def2-TZVPD basis.

```
36
Properties=species:S:1:pos:R:3:nbo_charge:R:1
C 2.495 0.766 -1.940 -0.4212
N 1.211 0.153 -2.294 -0.4529
C 1.412 -0.856 -3.334 -0.4125
C 0.501 -0.414 -1.161 -0.0553
H 3.040 0.921 -2.879 0.2258
H 2.335 1.724 -1.429 0.2001
H 3.105 0.119 -1.282 0.1828
H 2.029 -0.414 -4.123 0.2234
H 1.919 -1.757 -2.944 0.1809
H 0.433 -1.154 -3.727 0.2039
H 0.021 -1.355 -1.480 0.2113
H 1.196 -0.623 -0.328 0.2147
C 1.287 -0.389 3.866 -0.1929
C 0.902 -1.622 3.333 -0.1712
C 0.044 -1.681 2.231 -0.2347
C -0.442 -0.498 1.684 0.0103
C -1.292 -0.463 0.438 -0.0494
C -2.678 0.178 0.547 -0.4232
C -2.861 1.010 -0.734 -0.4367
C -1.509 1.162 -1.436 -0.2137
N -0.535 0.399 -0.570 -0.3685
C -0.092 0.739 2.244 -0.2730
C 0.798 0.796 3.311 -0.1838
H 1.948 -0.337 4.730 0.2372
H 1.279 -2.543 3.774 0.2343
H -0.229 -2.629 1.764 0.2254
H -1.373 -1.452 -0.035 0.2271
H -3.426 -0.624 0.660 0.2517
H -2.728 0.807 1.449 0.2329
H -3.569 0.519 -1.408 0.2405
H -3.239 2.006 -0.482 0.2417
H -1.404 0.729 -2.430 0.2388
H -1.161 2.207 -1.448 0.2309
H -0.037 1.134 -0.067 0.4401
H -0.475 1.667 1.803 0.2016
H 1.095 1.772 3.693 0.2337
```

Output
LUMO in Eh: -0.0935
Gap between HOMO and LUMO in eV: 10.0448
Net charge: +1

=====

(B)
Below is a structure of composition C13H21N2, with properties calculated with the ωB97M-V functional and the def2-TZVPD basis.

```
36
Properties=species:S:1:pos:R:3:nbo_charge:R:1
C 3.553 -0.393 1.456 -0.1833
C 2.532 -0.643 2.374 -0.1838
C 3.364 -0.774 0.130 -0.1782
C 1.315 -1.027 1.920 -0.2241
C 2.094 -1.200 -0.327 -0.2482
C 1.050 -1.336 0.589 -0.0838
C -1.039 2.825 0.759 -0.4333
C -0.830 3.091 -0.782 -0.4200
C -1.061 1.275 0.770 -0.2340
C -1.207 1.811 -1.486 -0.2496
C -0.318 -3.068 -0.714 -0.6491
C -0.342 -1.812 0.093 -0.1663
C -1.227 -0.546 -1.046 0.1472
N -2.623 -0.611 -0.929 -0.9050
N -0.668 0.796 -0.628 -0.4021
H 4.414 0.076 1.714 0.2207
H 2.538 -0.535 3.472 0.2345
H 4.053 -0.604 -0.599 0.2141
H 0.602 -1.315 2.744 0.2255
H 2.098 -1.283 -1.410 0.2255
H -0.462 3.413 1.501 0.2595
H -2.148 3.064 0.887 0.2240
H -1.643 3.795 -1.155 0.2390
H 0.173 3.518 -1.003 0.2322
H -0.320 0.915 1.494 0.2473
H -2.015 0.823 0.964 0.2412
H -2.275 1.727 -1.363 0.2085
H -1.011 1.792 -2.584 0.2539
H 0.493 -2.961 -1.516 0.2129
H -1.298 -3.377 -1.161 0.2298
H -0.024 -4.015 -0.203 0.2468
H -1.065 -1.977 0.878 0.2146
H -0.782 -0.737 -2.026 0.1922
H -3.192 -1.354 -0.434 0.4300
H -3.174 -0.105 -1.615 0.3927
H 0.446 0.753 -0.764 0.4688
```

Output
LUMO in Eh: -0.0917
Gap between HOMO and LUMO in eV: 9.9464
Net charge: +1

=====

Stability comparison, relative energies in kcal/mol: (A) 0.0; (B) 42.4

=====

(A)
Below is the molecule C4H5N3, with properties calculated with the ωB97M-V functional and the def2-TZVPD basis.

```
12
Properties=species:S:1:pos:R:3:nbo_charge:R:1
C -1.344 -1.186 -0.143 0.2176
C 2.522 -1.009 -0.140 -0.1729
C -0.720 0.082 0.027 0.0568
C -1.552 1.340 0.165 -0.6314
N -1.845 -2.208 -0.277 -0.2843
N 1.499 -0.571 0.456 -0.1326
N 0.548 0.168 0.230 -0.1053
H 3.507 -1.286 0.333 0.2088
H 2.699 -0.546 -1.177 0.1546
H -1.465 2.052 -0.601 0.2300
H -1.291 1.981 0.970 0.2334
H -2.558 1.184 0.158 0.2252
```

Output
LUMO in Eh: 0.0046
Gap between HOMO and LUMO in eV: 9.4068

=====

(B)
Below is a cluster of 2 separate species, C4H5N3 in total, with properties calculated with the ωB97M-V functional and the def2-TZVPD basis.

```
12
Properties=species:S:1:pos:R:3:nbo_charge:R:1
C -1.837 -1.256 0.009 0.7567
C -3.485 0.443 0.039 0.4183
C 0.815 0.558 0.314 -0.4205
C -0.154 0.974 -0.475 -0.3728
N -1.273 -2.307 0.033 -0.6652
N -4.372 1.130 0.284 -0.3527
N -2.466 -0.271 -0.312 -0.5751
H -0.444 -2.632 0.479 0.4284
H 1.529 -0.192 0.013 0.1898
H 0.944 0.954 1.309 0.1959
H -0.834 1.752 -0.170 0.1999
H -0.272 0.611 -1.484 0.1972
```

Output
LUMO in Eh: 0.0208
Gap between HOMO and LUMO in eV: 10.7438

=====

Stability comparison, relative energies in kcal/mol: (A) 20.2; (B) 0.0

=====

(A)
Below is a structure of composition C4H5N3, with properties calculated with the ωB97M-V functional and the def2-TZVPD basis.

```
12
Properties=species:S:1:pos:R:3:nbo_charge:R:1
C -0.680 0.650 1.669 -0.6310
C -0.150 0.367 0.303 0.2396
C 0.064 -1.448 -1.190 0.6534
N -0.404 -0.857 -0.205 -0.5090
N 0.009 -2.172 -2.158 -0.6698
C 0.932 1.139 -0.335 -0.0107
N 0.098 2.015 -0.601 -0.3177
H 0.807 -2.520 -2.666 0.4043
H 1.802 0.658 -0.825 0.1626
H -1.765 0.773 1.625 0.2228
H -0.461 -0.184 2.338 0.2243
H -0.252 1.578 2.046 0.2311
```

Output
LUMO (alpha / beta) in Eh: 0.0135 / 0.0135
Gap between HOMO and LUMO (alpha / beta) in eV: 8.5175 / 8.5146

=====

(B)
Below is a cluster of 2 separate species, C4H5N3 in total, with properties calculated with the ωB97M-V functional and the def2-TZVPD basis.

```
12
Properties=species:S:1:pos:R:3:nbo_charge:R:1
C 2.009 -1.023 0.016 0.5133
C 1.521 1.273 0.087 0.2777
C -2.531 0.797 -0.017 -0.0215
C 1.228 -0.055 0.424 -0.5758
N 2.835 -1.881 -0.150 -0.5991
N 1.724 2.368 -0.195 -0.3394
N -1.954 -0.302 0.133 -0.6241
H -3.581 0.943 -0.295 0.1486
H -1.947 1.697 0.125 0.1671
H 2.968 -2.437 -0.978 0.4014
H 0.260 -0.251 0.857 0.3106
H -2.533 -1.130 -0.006 0.3412
```

Output
LUMO in Eh: 0.0297
Gap between HOMO and LUMO in eV: 9.9786

=====

(C)
Below is a cluster of 2 separate species, C4H5N3 in total, with properties calculated with the ωB97M-V functional and the def2-TZVPD basis.

```
12
Properties=species:S:1:pos:R:3:nbo_charge:R:1
C 2.486 1.293 -0.137 -0.1600
C 1.530 0.462 0.155 -0.0670
C -1.675 -0.160 -0.188 -0.1956
C 1.234 -1.972 0.187 0.0169
N 3.663 0.407 -0.159 -0.1389
N 3.383 -0.768 -0.164 0.0366
N 2.027 -0.914 0.156 -0.3340
H 2.472 2.396 -0.338 0.2471
H 0.393 0.644 0.283 0.2558
H -2.547 -0.561 0.214 0.1042
H -1.643 0.098 -1.211 0.1040
H 0.144 -1.718 0.211 0.1311
```

Output
LUMO (alpha / beta) in Eh: -0.0559 / -0.0563
Gap between HOMO and LUMO (alpha / beta) in eV: 7.1593 / 7.1932

=====

Stability comparison, relative energies in kcal/mol: (A) 30.2; (B) 0.0; (C) 171.2

=====

(A)
Below is a cluster of 2 separate species, C4H5N3 in total, with properties calculated with the ωB97M-V functional and the def2-TZVPD basis.

```
12
Properties=species:S:1:pos:R:3:nbo_charge:R:1
C 0.891 -1.571 0.328 -0.3592
N 0.211 0.346 -0.744 -0.5514
C -0.448 1.215 -0.117 0.0414
C -0.872 2.440 -0.734 0.1946
N -1.225 3.394 -1.281 -0.2551
C -1.351 -0.931 1.709 0.2392
N -0.621 -1.370 0.881 -0.5554
H 1.715 -0.813 0.241 0.2335
H 0.847 -2.062 -0.650 0.2217
H 1.128 -2.200 1.148 0.1986
H 0.489 0.543 -1.694 0.3643
H -0.765 1.008 0.912 0.2279
```

Output
LUMO in Eh: -0.0118
Gap between HOMO and LUMO in eV: 10.3829

=====

(B)
Below is the molecule C4H5N3, with properties calculated with the ωB97M-V functional and the def2-TZVPD basis.

```
12
Properties=species:S:1:pos:R:3:nbo_charge:R:1
N 0.255 1.789 0.675 -0.7905
C 0.024 0.496 0.271 0.0994
C 0.733 0.112 -0.939 0.0515
N 0.672 -1.057 -1.446 -0.4392
C -0.293 -2.033 -0.517 0.1743
N -0.908 -1.703 0.541 -0.4063
C -0.757 -0.383 0.959 -0.0816
H 0.578 2.417 -0.045 0.3818
H -0.388 2.193 1.335 0.3868
H 1.334 0.913 -1.394 0.1678
H 0.039 -2.643 -1.308 0.2565
H -1.290 -0.101 1.869 0.1995
```

Output
LUMO in Eh: 0.0325
Gap between HOMO and LUMO in eV: 9.4533

=====

Stability comparison, relative energies in kcal/mol: (A) 47.0; (B) 0.0

=====

(A)
Below is the molecule C4H5N3, with properties calculated with the ωB97M-V functional and the def2-TZVPD basis.

```
12
Properties=species:S:1:pos:R:3:nbo_charge:R:1
N -2.178 1.141 -1.339 -0.3060
C -1.073 0.801 -1.269 0.2625
C 0.200 0.412 -0.685 -0.1825
C -0.101 0.722 0.838 -0.2274
N 0.372 -0.444 1.560 -0.4373
C 0.654 -1.328 0.692 0.2546
N 0.565 -0.989 -0.660 -0.6255
H 1.064 0.997 -0.998 0.2323
H 0.414 1.639 1.114 0.2095
H -1.166 0.889 1.043 0.2189
H 1.043 -2.309 0.947 0.1962
H 0.121 -1.634 -1.296 0.4047
```

Output
LUMO in Eh: 0.0266
Gap between HOMO and LUMO in eV: 10.3353

=====

(B)
Below is the molecule C4H5N3, with properties calculated with the ωB97M-V functional and the def2-TZVPD basis.

```
12
Properties=species:S:1:pos:R:3:nbo_charge:R:1
N -2.142 0.179 0.902 -0.7959
C -0.953 0.732 0.719 0.4320
N 0.140 0.417 1.285 -0.4509
C 1.315 0.224 0.734 -0.0392
C 1.485 -0.155 -0.606 -0.1979
C 0.477 -0.653 -1.533 -0.0434
N -0.193 0.396 -1.617 -0.2843
H -2.965 0.632 0.536 0.4021
H -2.273 -0.709 1.372 0.3809
H 2.195 0.456 1.328 0.2006
H 2.466 0.050 -1.038 0.2144
H 0.451 -1.568 -2.140 0.1816
```

Output
LUMO (alpha / beta) in Eh: -0.0091 / 0.0048
Gap between HOMO and LUMO (alpha / beta) in eV: 7.4822 / 7.7038

=====

Stability comparison, relative energies in kcal/mol: (A) 0.0; (B) 84.5